Computed, not measured: a molecular structure, C32H34BrN8O7P2S3Ti, with wB97M-V/def2-TZVPD.

Positions of all 88 atoms, in Å:
Ti (-0.2133, -0.7049, 0.9504)
S (6.4700, -1.3763, -2.8427)
N (6.0274, -0.3167, -1.7069)
C (4.7647, -0.5804, -1.4125)
C (3.9525, 0.1381, -0.4562)
C (4.4032, 1.2345, 0.2776)
C (3.5304, 1.8640, 1.1338)
C (2.2295, 1.3915, 1.2452)
N (1.7843, 0.3522, 0.5492)
C (2.6279, -0.2773, -0.2814)
C (2.0910, -1.4287, -1.0144)
N (0.8221, -1.7686, -0.7436)
C (0.2507, -2.7247, -1.4669)
C (0.9426, -3.4293, -2.4481)
C (2.2581, -3.1293, -2.6941)
C (2.8578, -2.0932, -1.9704)
C (4.2243, -1.6647, -2.1597)
N (5.0916, -2.2011, -3.0034)
H (5.4274, 1.5659, 0.1613)
H (3.8367, 2.7076, 1.7376)
H (1.5192, 1.8270, 1.9338)
H (-0.7981, -2.9246, -1.2764)
H (0.4207, -4.1977, -3.0008)
H (2.8347, -3.6588, -3.4411)
S (1.2590, -2.0149, 2.4408)
C (0.2148, -1.8974, 3.8600)
C (0.1860, -2.9373, 4.7888)
C (-0.6364, -2.8813, 5.9044)
C (-1.4488, -1.7774, 6.1061)
C (-1.4323, -0.7355, 5.1899)
C (-0.6109, -0.7802, 4.0652)
S (-0.6347, 0.5585, 2.9101)
H (0.8205, -3.7993, 4.6223)
H (-0.6418, -3.6997, 6.6134)
H (-2.0967, -1.7236, 6.9720)
H (-2.0700, 0.1275, 5.3376)
C (-4.5421, 0.6602, -2.0549)
C (-3.4531, -0.3446, -2.4024)
O (-3.3293, -0.3963, -3.8449)
P (-3.9409, -2.0567, -1.9061)
O (-5.2100, -1.9390, -0.9465)
O (-4.6480, -2.5700, -3.2245)
O (-2.8598, -2.8992, -1.3700)
P (-1.7880, 0.1533, -1.7925)
O (-1.8522, 1.7200, -1.7988)
O (-0.8116, -0.3887, -2.7818)
O (-1.6208, -0.2676, -0.3172)
H (-5.5048, 0.3308, -2.4473)
H (-4.2787, 1.6223, -2.4872)
H (-4.6357, 0.7763, -0.9744)
H (-2.3740, -0.5129, -4.0151)
H (-4.9550, -1.7932, -0.0227)
H (-4.3595, -2.0049, -3.9648)
H (-1.2329, 2.1505, -1.1043)
Br (-3.8024, -0.7175, 2.0489)
C (-2.9535, -2.4088, 1.8568)
C (-3.7569, -3.5094, 2.1218)
C (-3.2200, -4.7670, 1.9426)
C (-1.9069, -4.8703, 1.5192)
C (-1.1872, -3.7152, 1.3083)
N (-1.6933, -2.4799, 1.4683)
H (-4.7727, -3.3622, 2.4559)
H (-3.8217, -5.6462, 2.1314)
H (-1.4287, -5.8258, 1.3592)
H (-0.1434, -3.7509, 1.0331)
C (2.7842, 4.1228, -2.7366)
C (2.4379, 2.6499, -2.6990)
N (1.1913, 2.4790, -1.9830)
C (0.8339, 3.2115, -0.8847)
N (-0.1395, 2.7558, -0.1536)
C (-0.6258, 3.5593, 0.9628)
C (-0.3452, 5.0375, 0.7783)
C (1.1364, 5.1986, 0.4780)
N (1.4943, 4.3908, -0.6753)
C (2.7635, 4.6768, -1.3241)
H (2.0512, 4.6567, -3.3448)
H (3.7692, 4.2718, -3.1796)
H (3.2554, 2.0926, -2.2234)
H (2.3111, 2.2520, -3.7057)
H (0.6867, 1.6101, -2.0932)
H (-0.1572, 3.2260, 1.8972)
H (-1.6906, 3.3559, 1.0854)
H (-0.6053, 5.6037, 1.6732)
H (-0.9307, 5.4340, -0.0554)
H (1.7354, 4.9173, 1.3548)
H (1.3767, 6.2370, 0.2403)
H (3.6004, 4.2684, -0.7401)
H (2.8857, 5.7613, -1.3423)

## Properties
⟨S²⟩ = 0.75
spin multiplicity = 2
ΔE to the lowest compared entry with this formula, charge and spin = 20.7 kJ/mol
E_LUMO (spin up / spin down) = -0.9 / -0.9 eV
HOMO (spin up / spin down) = -6.98 / -6.96 eV
electronic energy = -204242.971 eV

***

Computed, not measured: a gas-phase ion, C3H12N3 (charge +1), with wB97M-V/def2-TZVPD.

Positions of all 18 atoms, in Å:
C (-1.0781, -1.2339, -0.1018)
C (-1.5537, 1.2778, -0.1698)
C (1.7340, -0.1688, 0.6003)
N (1.7769, 0.1747, -0.8159)
N (0.4368, 0.3455, 0.9751)
N (-0.5252, 0.1054, -0.0176)
H (-1.5710, -1.5086, 0.7692)
H (-1.8530, -1.4027, -0.8160)
H (-0.3158, -1.9914, -0.2792)
H (-2.2023, 1.4630, 0.6705)
H (-1.1147, 2.2042, -0.1745)
H (-2.1202, 1.1612, -1.0720)
H (2.4258, 0.2926, 1.2530)
H (1.8283, -1.2588, 0.8005)
H (2.2263, 1.0589, -0.9203)
H (1.9330, -0.3656, -1.6822)
H (0.1429, -0.1552, 1.8337)
H (0.0879, 0.2689, -0.8185)

## Properties
spin multiplicity = 1
ΔE to the lowest compared entry with this formula, charge and spin = 306.5 kJ/mol
E_LUMO = -2.8 eV
HOMO = -14.69 eV
electronic energy = -7767.454 eV
total charge = +1

***

Computed, not measured: a molecular structure, C4H8O2, with wB97M-V/def2-TZVPD.

Positions of all 14 atoms, in Å:
O (2.2986, 0.8762, 0.4356)
C (1.3871, -0.1762, 0.2369)
C (0.0543, 0.1105, 0.7003)
C (-1.3789, 0.8515, -0.7847)
O (-2.0627, -0.1940, -0.2110)
C (-0.9964, -0.9104, 0.3670)
H (3.1622, 0.5908, 0.0906)
H (1.6256, -1.0671, 0.8630)
H (1.4176, -0.5488, -0.8093)
H (-0.5097, 1.1873, 0.2780)
H (-1.9976, 1.7497, -0.8143)
H (-0.8945, 0.6151, -1.7392)
H (-1.3658, -1.4450, 1.2484)
H (-0.6774, -1.6809, -0.3642)

## Properties
spin multiplicity = 1
ΔE to the lowest compared entry with this formula, charge and spin = 577.3 kJ/mol
E_LUMO = 0.3 eV
HOMO = -7.77 eV
electronic energy = -8367.298 eV